# 1
A 2-piece molecular cluster, C4H14N2OS overall, computed with wB97M-V/def2-TZVPD.

Last column: Mulliken charge in e.
Positions of all 22 atoms, in Å:
C1 2.15416 0.97987 1.27760  -1.1942
C2 1.08173 -0.00264 0.66109  -0.1454
C3 1.74383 -0.81599 -0.57609  -0.4809
S1 3.05190 -1.78967 0.02210  -0.2424
N1 0.09656 0.86479 -0.02591  -0.2507
C4 -1.05279 1.44018 0.62622  -0.6187
N2 -2.40291 1.07387 -0.06953  -0.6749
H1 1.77971 1.68792 1.94777  0.5009
H2 2.61714 0.32917 2.10584  0.3407
H3 2.93603 1.39145 0.52418  0.2163
H4 0.54254 -0.61971 1.36989  0.3942
H5 0.83079 -1.34599 -1.15160  0.3143
H6 2.07263 0.00655 -1.38108  0.2590
H7 3.07308 -2.72845 -0.95733  0.1293
H8 0.34724 1.47971 -0.75025  0.2602
H9 -1.21341 1.02037 1.65739  0.3612
H10 -1.02361 2.51895 0.58916  0.3443
H11 -2.26203 1.14273 -1.10043  0.2729
H12 -2.59308 0.09721 0.17534  0.2168
O1 -3.66938 -2.41397 -1.87492  -0.6441
H13 -3.51028 -1.96662 -1.01457  0.3266
H14 -4.59985 -2.34973 -2.05485  0.3147

Atoms 1-6, force components in eV/Å:
C 1.90 -3.67 0.51
C 1.03 3.09 -3.35
C -3.38 2.18 -1.71
S 1.02 -1.36 -0.03
N -1.86 -1.07 1.25
C -1.94 -1.91 -0.38

## Properties
Lowest unoccupied orbital energy, hartree: 0.0265
Orbital gap, eV: 9.1
HOMO level, eV: -8.37
Net charge: 0
2S+1: 1

=====

# 2
C4H14N2OS as an isolated structure, computed with wB97M-V/def2-TZVPD.

Last column: Mulliken charge in e.
Positions of all 22 atoms, in Å:
C1 2.72892 -0.28668 0.02014  -0.5512
O1 3.01362 0.39610 1.23537  -0.5013
C2 1.91859 0.56572 -0.94004  -0.2634
N1 1.67338 -0.20245 -2.16456  -0.6055
H1 2.21514 -1.22852 0.26199  0.3591
H2 3.70043 -0.53466 -0.40763  0.3329
H3 2.25902 0.28168 1.83159  0.2961
H4 1.02691 0.91513 -0.41539  0.1397
H5 2.51872 1.44239 -1.20412  0.3736
H6 0.24331 -0.80835 0.05766  -0.0378
H7 1.28690 0.38674 -2.90087  0.2389
H8 0.97368 -0.91813 -1.98566  0.2543
C3 -2.39209 -0.55246 0.33138  -0.4377
C4 -1.59787 0.37344 1.23968  -0.5996
S1 -0.05975 -0.41902 1.81007  -0.2112
N2 -3.70513 -0.06097 -0.09525  -0.6620
H9 -2.56150 -1.51112 0.81839  0.3067
H10 -1.80335 -0.74721 -0.58073  0.3412
H11 -2.16759 0.63188 2.13405  0.4095
H12 -1.37035 1.33272 0.75027  0.3207
H13 -3.60263 0.86064 -0.51282  0.2390
H14 -4.29839 0.08316 0.71649  0.2578

Atoms 1-6, force components in eV/Å:
C 0.41 -0.05 0.54
O -0.09 0.03 0.09
C 0.62 0.04 -0.30
N -0.43 0.15 -0.03
H 0.13 0.04 -0.34
H -0.12 -0.05 -0.21

## Properties
Lowest unoccupied orbital energy, hartree: -0.0186
Orbital gap, eV: 8.8
HOMO level, eV: -9.32
Net charge: 0
2S+1: 1

=====

# 3
A 3-piece molecular cluster, C4H14N2S overall, computed with wB97M-V/def2-TZVPD.

Last column: Mulliken charge in e.
Positions of all 21 atoms, in Å:
C1 0.53278 1.73132 0.48530  -0.4893
N1 0.40050 3.16471 0.29297  -0.6788
C2 1.94810 1.26509 0.08881  -0.4065
N2 2.18071 -0.10692 0.74272  -0.5539
H1 -0.22623 1.19960 -0.18343  0.3318
H2 0.29937 1.46577 1.52999  0.3347
H3 0.65729 3.34084 -0.69443  0.2286
H4 -0.54520 3.50933 0.39322  0.2508
H5 2.68094 1.95061 0.55284  0.4248
H6 2.12175 1.23119 -1.00968  0.2354
H7 1.68923 -0.74194 0.08492  0.1567
H8 3.18293 -0.31656 0.72196  0.2466
H9 -0.18540 -0.43198 0.71839  0.0312
C3 -2.61383 -1.98764 -0.28380  -0.8749
C4 -1.21229 -2.47220 -0.56293  -0.5237
S1 -0.12523 -1.12918 -1.26611  -0.2489
H10 -3.10043 -1.63089 -1.19895  0.2617
H11 -2.62110 -1.13658 0.38959  0.2797
H12 -3.24694 -2.75413 0.16309  0.3335
H13 -1.11362 -3.27926 -1.29379  0.3722
H14 -0.70334 -2.87118 0.32931  0.2882

Atoms 1-6, force components in eV/Å:
C -1.13 -0.44 -1.41
N 0.80 0.74 -0.99
C 0.40 -0.94 1.60
N -0.48 0.88 -1.68
H 1.00 0.66 1.06
H 0.36 0.04 -0.27

## Properties
Lowest unoccupied orbital energy, hartree: -0.0428
Orbital gap, eV: 7.6
HOMO level, eV: -8.72
Net charge: 0
2S+1: 1

=====

# 4
A single C4H14N2Si molecule, computed with wB97M-V/def2-TZVPD.

Last column: Mulliken charge in e.
Positions of all 21 atoms, in Å:
C1 -1.72657 -2.09730 -0.49102  -0.9023
N1 -1.53886 -1.00188 0.48892  -0.3733
Si1 -0.66381 0.43269 -0.11725  0.2260
C2 -1.11339 2.11375 0.77049  -0.9588
N2 1.18147 0.19030 0.16253  0.0853
C3 1.69270 -1.10881 -0.16973  -0.8343
C4 2.11576 1.25953 0.00309  -1.1362
H1 -1.00041 -2.28458 -1.17090  0.4293
H2 -1.71623 -2.94117 0.22370  0.3169
H3 -2.77286 -1.96873 -0.89546  0.2659
H4 -2.31133 -0.65056 0.97885  0.2713
H5 -0.88745 0.49536 -1.52457  -0.1401
H6 -2.18509 2.04217 1.08476  0.3604
H7 -0.41466 2.18776 1.61001  0.2689
H8 -1.05908 2.92523 -0.11166  0.2237
H9 0.77410 -1.68564 -0.15835  0.1858
H10 2.07955 -1.27819 -1.24785  0.2137
H11 2.46745 -1.29871 0.68318  0.3949
H12 1.94383 1.91042 0.80731  0.2980
H13 3.05303 0.91442 0.00180  0.5239
H14 2.08185 1.84393 -0.92785  0.2810

Atoms 1-6, force components in eV/Å:
C -4.62 0.12 4.47
N 3.33 2.13 -1.95
Si 2.33 -0.13 2.27
C -0.63 -0.55 -2.63
N -2.97 0.42 -1.11
C 0.60 -0.02 0.16

## Properties
Lowest unoccupied orbital energy, hartree: 0.0347
Orbital gap, eV: 8.9
HOMO level, eV: -7.98
Net charge: 0
2S+1: 1

=====

# 5
A 2-piece molecular cluster, C4H14N3 overall, computed with wB97M-V/def2-TZVPD.

Last column: Mulliken charge in e.
Positions of all 21 atoms, in Å:
N1 0.29903 0.90344 2.22112  -0.1188
C1 1.04954 1.04970 1.12426  -0.7716
N2 2.39782 0.93124 1.20619  -0.2541
N3 0.54622 1.69997 0.05728  -0.5167
H1 0.75753 0.69484 3.11096  0.2611
H2 -0.72134 0.96034 2.18799  0.2326
H3 2.85173 0.53524 1.99763  0.2265
H4 2.87416 0.86580 0.31908  0.2189
H5 1.03897 1.74339 -0.79815  0.3774
H6 -0.44096 1.66325 -0.08197  0.3574
C2 -0.44524 -0.60381 -1.16599  -0.9437
C3 -1.06975 -1.77351 -1.85118  -0.2222
C4 -2.53787 -1.99901 -1.40916  -1.1372
H7 -0.96449 0.28209 -1.55337  0.2856
H8 0.62118 -0.49963 -1.36614  0.3197
H9 -0.57536 -0.67412 -0.08115  0.2249
H10 -0.38545 -2.62116 -1.60371  0.2750
H11 -1.07691 -1.56293 -2.93675  0.2766
H12 -3.08758 -2.75169 -1.98737  0.3318
H13 -2.48353 -2.36902 -0.37673  0.2897
H14 -3.08941 -1.04908 -1.40995  0.2873

Atoms 1-6, force components in eV/Å:
N -1.43 -0.06 2.43
C 0.09 -2.27 -1.07
N 1.52 0.83 -0.55
N -0.99 2.27 -0.44
H -0.52 0.32 -0.44
H 1.05 0.01 0.15

## Properties
Lowest unoccupied orbital energy (spin up / spin down), hartree: 0.0353 / 0.0264
Orbital gap (spin up / spin down), eV: 4.2 / 10.3
HOMO level (spin up / spin down), eV: -3.27 / -9.56
Net charge: 0
2S+1: 2
⟨S²⟩: 0.75

=====

# 6
A 3-piece molecular cluster, C4H14N3 overall, computed with wB97M-V/def2-TZVPD.

Last column: Mulliken charge in e.
Positions of all 21 atoms, in Å:
C1 -1.06250 -1.19292 -0.07211  -0.4832
C2 -1.68963 -1.88623 1.11446  -0.8041
C3 2.13311 0.70185 1.52784  -0.2162
C4 -0.35818 -1.17441 1.34019  -0.7008
N1 0.63991 1.40938 -0.05483  -0.5146
N2 1.34176 0.41558 0.54613  0.2706
N3 -0.15388 1.41777 -2.41771  -0.7836
H1 -1.62158 -0.35875 -0.44715  0.2668
H2 0.48399 -1.61129 1.66148  0.6213
H3 -0.54944 -1.76516 -0.88066  0.3185
H4 -1.64719 -2.97543 1.30240  0.2645
H5 -2.56151 -1.71741 1.61357  0.3124
H6 2.60102 -0.21267 1.88856  0.2593
H7 2.49840 1.68405 1.87167  0.2399
H8 -0.62749 -0.32706 2.01002  0.1892
H9 1.06939 -0.53305 0.23350  0.3626
H10 0.14657 1.21915 -1.01852  0.3731
H11 0.96713 2.33858 0.12243  0.2221
H12 -1.09670 1.72333 -2.38821  0.2749
H13 0.16853 1.89009 -3.24222  0.2507
H14 -0.01040 0.50346 -2.82132  0.2766

Atoms 1-6, force components in eV/Å:
C 0.63 -1.36 0.97
C 3.49 -3.39 -0.75
C 1.01 -2.47 -0.63
C -6.74 2.67 0.05
N -0.67 -1.75 -0.03
N 0.59 4.19 0.26

## Properties
Lowest unoccupied orbital energy (spin up / spin down), hartree: -0.1417 / -0.1417
Orbital gap (spin up / spin down), eV: 9.6 / 9.6
HOMO level (spin up / spin down), eV: -13.46 / -13.46
Net charge: +1
2S+1: 1

=====

# 7
A 2-piece molecular cluster, C4H14N3 overall, computed with wB97M-V/def2-TZVPD.

Last column: Mulliken charge in e.
Positions of all 21 atoms, in Å:
C1 -2.26551 1.87474 -0.11936  -0.8922
C2 -2.68416 0.40683 0.10179  -0.6293
H1 -2.33913 2.46416 0.83182  0.2639
H2 -1.25489 1.93164 -0.45899  0.2193
H3 -2.76190 2.36190 -0.92604  0.3702
H4 -3.84517 0.43078 0.34049  0.2759
H5 -2.07503 0.08578 1.02656  0.1265
H6 -2.60709 -0.28791 -0.71040  0.2625
C3 1.35112 0.42511 1.78838  -0.8081
C4 1.05760 -0.71004 -0.51619  0.7651
N1 1.60263 0.21449 0.32464  -0.2828
N2 0.37827 -1.79891 0.08099  -0.3351
N3 1.05097 -0.60751 -1.84582  -0.4205
H7 2.07718 1.11168 -0.12938  0.2804
H8 0.65369 -1.98655 0.95708  0.1602
H9 -0.03733 -2.50623 -0.40890  0.1788
H10 1.75735 0.07837 -2.30360  0.2778
H11 0.82335 -1.48172 -2.40533  0.2812
H12 0.96315 1.51113 2.00983  0.3177
H13 2.06443 0.03891 2.48629  0.3834
H14 0.60402 -0.38831 2.24428  0.2050

Atoms 1-6, force components in eV/Å:
C 0.15 -0.43 0.66
C -1.82 1.16 2.61
H -0.13 -0.50 -0.96
H 1.17 -0.06 0.06
H -1.00 0.42 -0.34
H 2.42 -0.33 -0.06

## Properties
Lowest unoccupied orbital energy, hartree: -0.1213
Orbital gap, eV: 11.1
HOMO level, eV: -14.37
Net charge: +1
2S+1: 1

=====

# 8
A 2-piece molecular cluster, C4H14N3 overall, computed with wB97M-V/def2-TZVPD.

Last column: Mulliken charge in e.
Positions of all 21 atoms, in Å:
C1 1.94960 1.23265 -0.19899  -1.0138
C2 1.40899 -1.12081 0.34563  0.6042
N1 1.68468 -0.18261 -0.57268  -0.1429
N2 0.69574 -0.67383 1.41698  -0.3716
N3 1.64619 -2.41951 0.18071  -0.4412
H1 2.23010 -0.38925 -1.43872  0.2802
H2 0.41237 0.26538 1.60605  0.2062
H3 0.67499 -1.19851 2.32891  0.2424
H4 1.54831 -2.83769 -0.73248  0.2877
H5 1.01040 -2.96749 0.76803  0.2888
H6 2.85858 1.21460 0.38924  0.3641
H7 1.17774 1.64548 0.43632  0.3319
H8 1.80069 1.85815 -1.11296  0.3464
C3 -2.09120 1.11668 -1.04386  -0.6951
C4 -2.57837 0.44261 0.23057  -0.8615
H9 -3.01636 1.28889 -1.62802  0.3189
H10 -1.45921 1.91631 -0.75808  0.2082
H11 -1.46594 0.47964 -1.68199  0.2094
H12 -1.93562 0.06506 0.98632  0.2409
H13 -3.01013 -0.58706 -0.03215  0.2536
H14 -3.54155 0.85128 0.51118  0.3432

Atoms 1-6, force components in eV/Å:
C -1.32 -0.13 -0.37
C -1.55 2.77 -0.39
N 1.17 -0.04 -0.84
N 0.78 -2.19 1.99
N -1.18 -1.25 0.78
H -0.88 -0.53 1.24

## Properties
Lowest unoccupied orbital energy, hartree: -0.1223
Orbital gap, eV: 10.8
HOMO level, eV: -14.11
Net charge: +1
2S+1: 1

=====

# 9
C4H14N3 as an isolated structure, computed with wB97M-V/def2-TZVPD.

Last column: Mulliken charge in e.
Positions of all 21 atoms, in Å:
C1 1.42822 1.10548 0.75126  -1.4852
C2 -1.45180 -1.21300 0.18217  -0.9590
C3 -1.45779 1.16836 -0.09975  -0.9626
C4 0.77250 -0.00471 0.17735  0.3689
N1 1.34717 -1.17637 0.37172  -0.3926
N2 0.63403 0.01937 -1.77813  -0.5963
N3 -0.72581 0.05755 0.47431  0.1122
H1 1.11596 2.10141 0.33041  0.3890
H2 1.32714 1.18801 1.81667  0.3997
H3 2.56673 1.00770 0.49280  0.3881
H4 -0.90086 -1.98945 0.77709  0.3648
H5 -2.45317 -1.22729 0.43350  0.4052
H6 -1.26122 -1.38574 -0.87488  0.4066
H7 -2.37035 0.86789 -0.53463  0.4107
H8 -1.80755 1.88187 0.62373  0.4186
H9 -1.03462 1.70081 -1.01516  0.3609
H10 1.12994 -2.09124 -0.14624  0.2787
H11 2.32402 -1.28227 0.53007  0.2478
H12 0.01773 -0.74345 -1.82132  0.1878
H13 1.52932 -0.21645 -2.16005  0.2596
H14 -0.72960 0.23154 1.46909  0.3972

Atoms 1-6, force components in eV/Å:
C 3.59 3.59 -0.91
C 3.85 -1.50 0.17
C -0.32 2.87 -2.44
C -1.79 -0.73 -6.46
N 0.32 -5.61 0.65
N -0.37 2.74 3.49

## Properties
Lowest unoccupied orbital energy, hartree: -0.1115
Orbital gap, eV: 9.7
HOMO level, eV: -12.76
Net charge: +1
2S+1: 1

=====

# 10
A 2-piece molecular cluster, C4H14N3 overall, computed with wB97M-V/def2-TZVPD.

Last column: Mulliken charge in e.
Positions of all 21 atoms, in Å:
C1 -0.04161 2.42438 -0.29511  -0.5755
C2 -1.18944 3.17999 -0.99135  -0.9472
H1 0.39362 3.01683 0.50387  0.3223
H2 -0.47712 1.54339 0.18074  0.1036
H3 0.80527 2.19006 -0.94329  0.2141
H4 -2.10057 3.03764 -0.41826  0.2883
H5 -1.36087 2.81241 -1.99981  0.2948
H6 -1.00274 4.25162 -0.95810  0.2859
C3 -1.24264 -2.52230 0.30434  -0.9245
C4 0.96391 -1.42006 0.33277  0.8965
N1 -0.16329 -1.72660 -0.27643  -0.1568
N2 1.17996 -1.73806 1.60740  -0.3847
N3 1.94744 -0.78394 -0.32777  -0.4251
H7 -0.26448 -1.43383 -1.23456  0.2301
H8 0.64232 -2.43508 2.08984  0.1551
H9 2.06009 -1.48847 2.02495  0.2037
H10 1.70157 -0.18344 -1.10019  0.2271
H11 2.76636 -0.52293 0.19443  0.2105
H12 -0.94094 -3.18134 1.11101  0.3080
H13 -1.64422 -3.13272 -0.47474  0.3333
H14 -2.03261 -1.88757 0.67027  0.3404

Atoms 1-6, force components in eV/Å:
C -0.37 0.23 0.15
C 0.42 -0.04 0.54
H -0.09 0.14 0.20
H 0.40 -0.33 -0.12
H -0.21 -0.20 -0.20
H -0.18 -0.08 0.00

## Properties
Lowest unoccupied orbital energy, hartree: -0.1120
Orbital gap, eV: 11.7
HOMO level, eV: -14.79
Net charge: +1
2S+1: 1

=====

# 11
A 2-piece molecular cluster, C4H14N3 overall, computed with wB97M-V/def2-TZVPD.

Last column: Mulliken charge in e.
Positions of all 21 atoms, in Å:
C1 -2.23576 0.52884 -0.34864  -1.2220
C2 0.58827 1.82311 0.46264  -0.9008
C3 1.71659 -0.31501 0.19245  -0.6883
C4 -1.25377 -0.56024 -0.21832  -0.1503
N1 1.47388 -1.64822 -0.32819  -0.4840
N2 -1.10858 -1.23673 0.88529  -0.2477
N3 0.69398 0.59734 -0.30763  0.0452
H1 -1.92754 1.26276 -1.08724  0.2752
H2 -2.44617 1.01893 0.59833  0.3896
H3 -3.16717 0.09510 -0.72158  0.3305
H4 0.30095 1.57710 1.48525  0.3706
H5 1.53296 2.37459 0.49787  0.3655
H6 -0.16846 2.47140 0.02699  0.3309
H7 1.62181 -0.35625 1.28404  0.4114
H8 2.72278 0.07942 -0.04233  0.4330
H9 -0.89918 -1.03510 -1.12338  0.4151
H10 2.07735 -2.31288 0.14540  0.2468
H11 1.70074 -1.69962 -1.31694  0.2359
H12 -0.46520 -2.01806 0.90490  0.2604
H13 -1.48952 -0.88262 1.75214  0.2384
H14 0.83551 0.79688 -1.29395  0.3444

Atoms 1-6, force components in eV/Å:
C -0.52 -0.59 -0.13
C -0.90 0.14 0.32
C -0.63 -1.20 0.44
C -1.47 1.77 -4.41
N 0.62 0.17 0.01
N 0.88 -2.04 4.01

## Properties
Lowest unoccupied orbital energy (spin up / spin down), hartree: -0.1078 / -0.2801
Orbital gap (spin up / spin down), eV: 6.0 / 7.1
HOMO level (spin up / spin down), eV: -8.95 / -14.69
Net charge: +1
2S+1: 3
⟨S²⟩: 2.01

=====

# 12
A 2-piece molecular cluster, C4H14N3O overall, computed with wB97M-V/def2-TZVPD.

Last column: Mulliken charge in e.
Positions of all 22 atoms, in Å:
C1 -1.50131 2.22156 0.43094  -1.0651
C2 -1.14483 1.41346 -0.81239  -0.5161
C3 -0.81678 -0.06425 -0.51893  -0.7249
N1 0.07884 -0.19995 0.63370  -0.2648
C4 0.85135 -1.47444 0.64737  0.1696
N2 -0.13218 -2.54159 0.42804  -0.5485
N3 1.86899 -1.50706 -0.33521  -0.4731
H1 -1.91880 1.55148 1.18594  0.2811
H2 -2.18413 3.03437 0.21890  0.3764
H3 -0.63979 2.73235 0.85450  0.2584
H4 -1.98821 1.39912 -1.49971  0.4005
H5 -0.28540 1.81529 -1.34120  0.3267
H6 -1.75330 -0.53859 -0.22131  0.3783
H7 -0.45539 -0.53088 -1.41638  0.3981
H8 0.75831 0.61118 0.56178  0.3718
H9 0.32469 -3.30686 -0.05297  0.1809
H10 -0.52760 -2.87725 1.29216  0.2311
H11 1.21566 -1.56025 1.67828  0.1988
H12 1.96885 -2.32701 -0.90421  0.2003
H13 1.97790 -0.63407 -0.83321  0.2720
H14 2.48796 1.59537 0.28597  0.2247
O1 1.81517 1.18805 -0.28206  -0.6762

Atoms 1-6, force components in eV/Å:
C 0.29 -0.02 0.03
C 0.26 -0.47 -0.06
C -0.80 1.00 1.02
N 0.22 -0.66 -1.25
C -1.62 -0.40 0.61
N 0.49 -0.04 -0.38

## Properties
Lowest unoccupied orbital energy (spin up / spin down), hartree: 0.0372 / -0.0782
Orbital gap (spin up / spin down), eV: 10.2 / 7.0
HOMO level (spin up / spin down), eV: -9.17 / -9.11
Net charge: 0
2S+1: 2
⟨S²⟩: 0.76

=====

The following energy relative to the best compared isomer or geometry (same formula, charge and spin) values (in kJ/mol) correspond, in order, to the records above: 187.0, 216.8, 345.5, 179.1, 53.2, 522.7, 195.1, 141.3, 380.8, 18.6, 0.0, 108.7.